C6H15N2 | wB97M-V/def2-TZVPD

Structure (XYZ):
```
23
Properties=species:S:1:pos:R:3:forces:R:3:lowdin_charge:R:1
C 1.30394 0.75330 -0.30613 -3.5 3.0 -2.2 -0.2266
N 0.22368 0.00226 -1.12269 0.4 0.1 1.8 -0.0887
C -1.19442 0.03689 -0.47367 1.4 -1.6 -0.5 -0.1636
C -1.07699 -0.12728 1.11137 -1.3 -0.2 -0.4 -0.2229
C -2.52987 -0.39900 1.56578 -1.3 -1.9 -1.4 -0.2022
C -3.61281 0.41611 1.71387 1.6 -2.2 0.0 0.0158
C 2.62453 0.45158 -0.80853 3.5 -1.7 0.0 -0.1094
N 2.74465 -1.13642 -1.07820 -1.3 3.2 2.1 0.2258
H 1.28570 1.95311 -0.44993 -0.4 -2.4 0.4 0.1800
H 1.04641 0.61207 0.71519 0.5 -0.5 0.7 0.0739
H 0.14613 0.29274 -2.09284 0.1 0.4 0.2 0.1025
H -1.62345 1.01452 -0.78263 -0.3 -0.8 0.6 0.1174
H -1.78706 -0.88525 -0.93132 1.2 2.2 0.9 0.1506
H -0.40307 -1.01735 1.45208 -1.1 1.7 -0.8 0.1380
H -0.77073 0.83479 1.53786 0.3 -0.3 0.0 0.0969
H -2.73453 -1.55365 1.39244 0.1 2.4 0.8 0.1315
H -4.60048 -0.02696 1.84557 0.3 0.0 0.0 0.0611
H -3.57540 1.47279 1.75064 0.3 1.0 0.0 0.0431
H 3.47821 0.62248 -0.08596 -1.1 0.2 -0.7 0.1519
H 2.85346 0.98735 -1.75183 -0.1 -0.8 0.4 0.1389
H 3.53164 -1.37295 -1.57765 1.9 -0.7 -2.2 0.1230
H 1.82421 -1.32876 -1.42103 -1.2 -0.7 -0.9 0.1125
H 2.84624 -1.60238 -0.20239 -0.1 -0.4 1.0 0.1504
```
Forces are in eV/Å.

Properties
- Strongest force on any atom: 5.1 eV/A
- SMILES: C=CCCNCC[NH3+]
- Total charge: +1
- Calculated total energy: -9436.56725 eV
- ΔE to the lowest compared entry with this formula, charge and spin: 328.5 kJ/mol